18
Properties=species:S:1:pos:R:3:forces:R:3 method="wB97M-V/def2-TZVPD" total_charge=0 total_energy_ev=-8795.25715 relative_energy_kcal_mol=54.47 fmax_ev_per_a=4.93 homo_energy_ev=-8.77 e_lumo_ha=0.035
C -0.733 -0.246 -0.040 4.77 -0.97 0.33
C -0.445 1.195 -0.289 -4.63 1.66 -0.31
C 2.126 -0.348 -0.720 -0.48 0.36 -0.30
C 0.953 -0.806 0.106 -1.88 -2.36 1.29
N -1.377 -0.547 1.198 0.11 -0.23 0.51
N -1.879 1.908 -0.272 1.89 -0.04 0.22
N 1.090 -1.738 0.987 -0.39 0.89 -1.13
H -1.197 -0.754 -0.888 0.25 0.13 -0.23
H -2.309 -0.920 1.053 0.25 -0.03 0.07
H -0.804 -1.233 1.712 -0.39 0.29 -0.29
H 2.028 -2.159 0.984 -0.20 0.50 0.16
H -2.275 1.799 0.663 0.28 -0.11 -0.31
H -2.528 1.456 -0.915 0.39 -0.09 0.05
H 0.143 1.676 0.491 0.00 -0.11 -0.05
H -0.065 1.398 -1.288 0.30 -0.11 0.13
H 3.012 -0.969 -0.549 -0.33 -0.01 0.06
H 1.867 -0.388 -1.781 0.13 0.19 0.01
H 2.394 0.677 -0.452 -0.08 0.02 -0.20

***

23
Properties=species:S:1:pos:R:3:forces:R:3 method="wB97M-V/def2-TZVPD" total_charge=-2 total_energy_ev=-21098.01746 relative_energy_kcal_mol=0.00 fmax_ev_per_a=4.28 homo_energy_ev="1.47 / 3.47" e_lumo_ha="0.220 / 0.211"
C -0.893 1.203 -2.065 0.17 0.04 0.43
C 0.483 0.954 -2.282 -0.45 1.20 0.11
C 1.219 1.607 -1.266 -0.53 -0.25 0.41
C 0.309 2.185 -0.338 -0.30 0.06 -0.90
C -1.037 1.950 -0.855 0.34 0.09 -0.47
Cd -0.766 0.577 1.207 1.01 -1.46 -1.25
N -1.175 -1.358 0.362 -3.24 2.80 -0.14
C -0.451 -2.454 -0.170 1.35 -1.55 1.84
C 0.841 -2.152 -0.746 1.44 0.10 -0.95
H 2.300 1.603 -1.156 -0.21 -0.09 0.03
H 0.915 0.455 -3.149 -0.16 -0.09 0.37
H 0.567 2.816 0.505 0.01 0.08 -0.11
H -1.973 2.394 -0.486 0.50 -0.12 -0.17
H -1.720 0.810 -2.666 0.36 0.14 0.30
H 1.025 -2.069 -1.801 -0.06 0.32 -0.45
H -0.861 -3.330 -0.740 -0.98 1.00 0.28
H -2.199 -1.378 0.441 0.40 -0.91 -0.50
H 1.684 -2.012 -0.089 0.24 0.18 0.09
H -0.111 -2.817 0.797 0.18 -1.94 0.34
O -0.668 -0.309 3.354 1.65 1.16 1.09
N 0.478 0.246 3.665 -0.58 0.13 -2.12
O 0.947 0.205 4.793 -0.08 -0.08 0.01
O 1.086 0.874 2.684 -1.07 -0.82 1.78

***

69
Properties=species:S:1:pos:R:3:forces:R:3 method="wB97M-V/def2-TZVPD" total_charge=+3 total_energy_ev=-117021.77813 relative_energy_kcal_mol=70.12 fmax_ev_per_a=3.76 homo_energy_ev=-15.52 e_lumo_ha=-0.363
Ga 0.398 0.266 0.921 -1.42 -0.28 0.05
P -0.014 -1.385 2.643 0.03 -0.01 1.47
P 1.586 -1.787 -0.576 1.80 -0.02 -0.83
P -3.054 -1.723 -2.033 -1.29 0.36 0.56
H -2.353 4.917 -0.494 -0.86 0.12 0.29
C -3.168 4.182 -0.394 0.20 0.16 -0.14
C -3.290 3.487 0.739 -1.49 0.20 0.11
H -2.927 3.975 1.643 0.69 -0.75 0.00
C 1.054 -1.002 4.076 0.04 0.09 -0.13
C 0.353 -3.140 2.342 0.08 -0.27 -0.45
C -1.730 -1.332 3.240 -0.28 0.08 -0.03
C 2.008 -1.124 -2.218 -0.26 0.24 -0.07
C 3.306 -2.271 -0.068 -0.14 0.32 0.54
C 1.024 -3.463 -1.089 -0.89 -0.13 0.34
C -4.782 -1.653 -2.497 -0.07 0.49 -0.31
C -2.880 -3.117 -0.888 0.62 -0.26 0.37
C -1.962 -1.811 -3.423 0.72 0.02 -0.83
H -3.804 4.086 -1.274 0.37 -0.58 0.05
H -3.911 2.565 0.871 0.03 1.50 -0.12
H 0.688 -0.111 4.600 0.11 -0.16 -0.15
H 2.074 -0.819 3.712 -0.22 -0.03 0.14
H 1.072 -1.850 4.771 -0.08 0.18 -0.14
H 1.420 -3.270 2.089 -0.45 0.03 0.12
H -0.267 -3.545 1.528 0.19 0.15 0.32
H 0.142 -3.726 3.254 0.05 0.39 -0.28
H -1.985 -0.301 3.533 0.06 -0.36 -0.14
H -1.874 -1.996 4.110 0.20 0.24 -0.35
H -2.418 -1.653 2.440 0.23 0.17 0.28
H 2.598 -1.866 -2.772 -0.16 0.20 0.13
H 2.596 -0.207 -2.100 -0.16 -0.11 -0.15
H 1.084 -0.903 -2.762 0.23 0.11 -0.10
H 3.660 -3.100 -0.713 -0.27 0.53 0.35
H 3.306 -2.590 0.988 0.25 0.10 -0.43
H 3.965 -1.393 -0.180 -0.28 -0.50 0.15
H 1.849 -3.993 -1.591 -0.22 0.42 0.16
H 0.185 -3.377 -1.791 0.20 -0.11 0.19
H 0.712 -4.062 -0.225 0.08 0.08 -0.35
H -5.026 -2.328 -3.324 -0.03 0.10 0.21
H -4.937 -0.599 -2.799 -0.30 -0.61 0.01
H -5.394 -1.882 -1.610 0.16 0.13 -0.36
H -3.644 -3.884 -1.110 0.30 0.40 -0.05
H -3.009 -2.811 0.169 0.01 -0.02 -0.61
H -1.882 -3.580 -1.009 -0.53 0.20 0.15
H -2.501 -2.113 -4.318 -0.12 -0.13 -0.04
H -1.129 -2.503 -3.294 -0.17 -0.09 0.13
H -1.519 -0.835 -3.642 -0.18 0.03 0.14
C -1.003 2.276 -0.646 1.38 1.93 -1.74
C -0.964 2.394 -2.059 0.50 0.13 0.94
C -0.210 3.425 -2.622 0.03 0.40 0.06
C 0.479 4.336 -1.797 0.41 -0.35 -0.01
C 0.550 4.129 -0.409 -0.12 0.29 -0.20
C -0.274 3.171 0.181 -0.49 -0.69 -0.51
S -2.025 1.069 0.009 2.08 -2.13 2.29
H -2.889 -0.418 -1.464 0.37 -1.06 0.11
H -1.553 1.684 -2.659 0.42 0.47 0.17
H -0.137 3.531 -3.712 -0.24 0.08 0.51
H 0.973 5.212 -2.237 -0.03 -0.61 0.13
H 1.220 4.734 0.226 -0.72 -0.02 -0.43
H -0.521 3.184 1.252 0.58 -0.17 -0.42
N 5.159 2.203 1.594 1.28 0.38 -0.43
C 3.770 2.670 1.628 -0.58 0.22 0.09
C 2.960 1.384 1.705 -0.04 -0.57 0.64
O 3.578 0.313 1.658 -0.94 0.57 -0.38
O 1.695 1.561 1.886 -0.79 -1.21 -1.49
H 5.098 1.160 1.415 0.15 0.56 0.32
H 5.620 2.398 2.475 0.25 -0.32 0.41
H 5.738 2.682 0.893 -0.22 -0.22 -0.01
H 3.577 3.320 2.497 0.08 -0.28 -0.42
H 3.542 3.211 0.707 -0.13 -0.03 0.16

***

66
Properties=species:S:1:pos:R:3:forces:R:3 method="wB97M-V/def2-TZVPD" total_charge=0 total_energy_ev=-53470.39888 relative_energy_kcal_mol=13.94 fmax_ev_per_a=1.26 homo_energy_ev=-7.62 e_lumo_ha=0.009 smiles="CCN(Cc1ccccc1)c1ccc(/C=N/NC(=O)c2cccc(S(=O)(=O)N3CCOCC3)c2)cc1"
C -1.966 1.412 -4.855 0.04 0.26 0.14
H -3.047 1.499 -4.935 -0.15 -0.05 -0.05
H -1.559 1.243 -5.849 0.03 -0.03 -0.10
H -1.728 0.548 -4.239 0.01 -0.10 0.04
C -1.380 2.686 -4.244 -0.24 -0.29 -0.06
N 0.058 2.630 -4.113 -0.05 0.16 -0.30
C 0.676 2.169 -2.985 0.26 -0.10 0.27
C 2.061 2.335 -2.801 -0.10 0.06 -0.28
C 2.688 1.875 -1.669 -0.17 -0.28 0.44
C 1.976 1.230 -0.654 -0.39 0.29 -0.75
C 0.598 1.062 -0.831 0.38 0.05 0.06
C -0.034 1.515 -1.962 -0.17 0.07 -0.07
H -1.094 1.344 -2.057 -0.11 -0.02 -0.05
H 0.039 0.554 -0.061 -0.12 -0.06 0.05
C 2.648 0.766 0.529 0.41 -0.35 0.92
N 2.012 0.220 1.492 -0.34 0.14 -0.74
N 2.693 -0.184 2.577 1.24 0.20 0.05
C 2.157 -0.811 3.663 0.00 -0.05 0.06
O 2.892 -1.212 4.545 -0.06 -0.06 0.01
C 0.678 -0.986 3.710 -0.34 -0.07 0.10
C 0.193 -2.101 4.393 0.23 0.02 0.04
C -1.166 -2.306 4.482 -0.06 -0.44 0.29
C -2.067 -1.416 3.926 -0.08 0.16 -0.06
C -1.588 -0.292 3.275 -0.14 -0.10 0.11
C -0.223 -0.077 3.164 0.05 -0.02 0.10
H 0.143 0.802 2.659 -0.07 0.00 0.02
H -2.279 0.423 2.853 -0.06 0.05 -0.01
H -3.121 -1.612 4.033 -0.17 0.06 -0.06
S -1.820 -3.759 5.296 -0.08 0.10 -0.59
O -3.018 -3.409 6.001 -0.15 0.10 -0.18
O -0.767 -4.413 6.020 0.18 0.15 -0.21
N -2.285 -4.631 3.930 0.14 0.66 0.81
C -1.201 -5.355 3.295 0.41 -0.41 -0.06
H -0.304 -4.739 3.356 0.13 -0.10 -0.19
C -0.966 -6.710 3.973 0.24 0.19 -0.08
H -0.253 -7.309 3.405 0.02 0.10 0.04
O -2.159 -7.463 4.025 -0.06 -0.12 -0.14
C -3.163 -6.774 4.738 -0.25 0.19 -0.05
H -4.036 -7.429 4.746 0.01 0.09 0.08
C -3.485 -5.435 4.069 -0.35 -0.37 0.37
H -4.188 -4.863 4.673 -0.16 -0.15 -0.11
H -3.896 -5.601 3.068 0.03 0.04 0.07
H -2.831 -6.584 5.770 -0.06 -0.07 -0.04
H -0.584 -6.536 4.988 0.00 -0.10 -0.15
H -1.471 -5.503 2.243 0.06 0.06 0.07
H 0.877 -2.793 4.861 0.12 -0.04 0.03
H 3.714 -0.084 2.594 -0.39 -0.08 0.09
H 3.736 0.909 0.573 -0.05 -0.03 0.06
H 3.753 2.026 -1.558 0.11 0.02 0.01
H 2.648 2.855 -3.540 0.04 0.05 -0.08
C 0.829 3.059 -5.255 0.08 0.01 0.04
C 1.400 4.457 -5.139 0.00 0.05 -0.04
C 1.001 5.328 -4.136 -0.02 -0.09 -0.04
C 1.533 6.604 -4.064 0.00 0.09 0.01
C 2.467 7.024 -4.994 0.03 0.10 0.02
C 2.869 6.160 -6.000 0.06 0.02 -0.07
C 2.339 4.885 -6.070 -0.06 -0.03 0.06
H 2.657 4.211 -6.854 0.05 -0.08 -0.09
H 3.599 6.480 -6.729 0.06 0.03 -0.06
H 2.882 8.019 -4.937 0.04 0.08 0.01
H 1.217 7.271 -3.276 -0.02 0.06 0.07
H 0.278 5.006 -3.402 -0.06 -0.08 0.07
H 0.177 3.024 -6.134 0.06 -0.08 0.07
H 1.644 2.348 -5.438 -0.07 0.06 -0.04
H -1.826 2.871 -3.264 0.02 0.09 -0.07
H -1.628 3.542 -4.880 0.01 0.00 0.12

***

120
Properties=species:S:1:pos:R:3:forces:R:3 method="wB97M-V/def2-TZVPD" total_charge=+2 total_energy_ev=-128827.62272 relative_energy_kcal_mol=6.68 fmax_ev_per_a=1.35 homo_energy_ev="-12.01 / -11.98" e_lumo_ha="-0.222 / -0.222"
Ti -0.049 0.024 -0.494 1.15 -0.70 0.03
N 1.607 -1.380 -0.914 0.02 0.10 -0.12
C 1.221 -2.793 -1.076 -0.04 0.04 0.02
C 0.781 -3.322 0.281 0.02 0.00 0.02
N 0.087 -2.268 1.056 -0.11 0.10 -0.12
C -1.337 -2.592 1.222 0.00 -0.08 0.01
C -2.076 -2.501 -0.093 0.02 0.07 -0.03
N -2.069 -1.089 -0.529 0.00 0.19 -0.07
C 0.685 -2.088 2.395 -0.11 0.15 -0.02
C 2.133 -1.632 2.435 0.01 0.02 0.03
N 2.325 -0.342 1.773 0.04 -0.02 0.04
H 2.053 -1.032 -1.758 -0.07 0.00 -0.03
H 2.274 -1.251 -0.155 -0.04 0.06 0.03
H 0.417 -2.842 -1.808 -0.01 0.04 -0.02
H 2.054 -3.377 -1.470 -0.01 -0.03 0.01
H 1.647 -3.673 0.841 0.01 0.02 0.00
H 0.131 -4.189 0.147 0.02 -0.01 0.02
H -1.769 -1.865 1.916 0.00 -0.03 0.00
H -1.463 -3.591 1.659 0.02 0.00 0.00
H -3.099 -2.861 0.031 -0.01 -0.01 -0.01
H -1.612 -3.107 -0.870 0.00 -0.01 0.01
H -2.674 -0.570 0.102 0.00 -0.02 -0.05
H -2.475 -0.997 -1.458 0.00 -0.02 0.00
H 0.611 -3.024 2.966 -0.05 0.01 -0.01
H 0.070 -1.346 2.916 0.09 -0.08 -0.06
H 2.787 -2.358 1.949 0.00 -0.02 0.01
H 2.423 -1.629 3.492 0.03 0.02 -0.01
H 3.308 -0.091 1.763 0.00 0.01 0.03
H 1.845 0.404 2.265 -0.02 0.00 -0.01
S 1.836 1.498 -0.668 -0.39 -0.23 -0.22
C 1.157 2.333 -2.059 0.32 0.25 -0.39
N 1.972 2.680 -3.048 -0.39 -0.12 0.24
N 1.657 3.355 -4.098 0.20 0.01 0.01
C 0.607 4.257 -4.443 -0.05 -0.18 -0.01
C -0.045 5.072 -3.526 0.09 0.00 0.02
C -0.973 5.988 -3.986 -0.05 0.02 -0.04
C -1.257 6.092 -5.344 0.01 0.00 0.05
C -0.585 5.290 -6.253 0.03 -0.02 0.00
C 0.357 4.379 -5.804 -0.11 -0.05 -0.07
N -0.170 2.512 -2.153 -0.11 0.09 0.17
N -0.890 1.819 -1.371 -0.24 0.21 -0.35
C -2.299 2.043 -1.554 0.02 -0.03 0.23
C -3.172 1.709 -0.525 -0.02 0.14 -0.02
C -4.543 1.850 -0.700 -0.02 -0.03 0.07
C -5.043 2.348 -1.893 0.09 0.02 -0.04
C -4.162 2.718 -2.905 -0.04 -0.01 0.05
C -2.796 2.568 -2.744 0.00 -0.04 -0.07
H 2.372 3.265 -4.808 0.08 0.17 0.06
H 0.183 5.018 -2.474 0.01 -0.04 0.05
H -1.475 6.636 -3.280 0.00 -0.01 0.00
H -1.989 6.809 -5.692 0.00 0.01 0.00
H -0.786 5.373 -7.312 0.00 0.00 0.00
H 0.891 3.753 -6.509 0.00 0.00 0.00
H -2.789 1.363 0.426 -0.01 0.02 -0.01
H -5.218 1.565 0.101 0.08 0.04 -0.09
H -6.110 2.449 -2.036 0.00 0.01 -0.01
H -4.543 3.112 -3.838 -0.01 -0.01 0.00
H -2.114 2.823 -3.543 -0.01 0.00 0.00
F -0.215 -0.427 -2.336 -0.02 -0.14 -0.37
P -1.001 -0.918 -4.108 0.06 -0.09 -0.24
F -1.613 -1.312 -5.475 0.02 0.03 0.11
F -0.534 0.540 -4.499 -0.01 0.02 -0.01
F -2.326 -0.298 -3.474 -0.08 -0.01 0.01
F -1.342 -2.280 -3.344 -0.01 -0.02 0.03
F 0.459 -1.458 -4.370 0.01 0.01 0.03
C -2.916 -0.593 9.944 0.01 0.00 -0.01
C -2.953 -0.146 8.512 -0.03 0.01 0.02
C -3.749 0.932 8.130 0.01 -0.01 0.03
C -3.826 1.354 6.815 -0.03 -0.04 0.07
C -4.716 2.526 6.477 0.02 -0.01 -0.04
C -3.080 0.653 5.850 -0.05 0.04 -0.01
Te -3.236 1.608 3.979 0.12 0.06 -0.17
N -2.150 0.548 2.662 -0.54 -0.10 0.26
C -1.074 1.093 2.234 0.45 0.05 -0.25
O -0.516 0.568 1.165 -0.21 0.18 0.87
C -0.344 2.243 2.814 -0.05 0.00 0.17
C 0.033 3.316 2.014 0.00 0.01 -0.06
C 0.648 4.414 2.595 0.02 0.01 0.00
C 0.913 4.428 3.960 0.00 -0.02 -0.01
C 0.565 3.343 4.753 0.00 -0.01 0.00
C -0.071 2.251 4.183 0.08 0.04 0.00
C -5.058 0.972 3.177 -0.05 0.17 0.03
C -5.448 -0.368 3.103 -0.02 -0.05 -0.08
C -4.648 -1.523 3.638 0.03 0.03 0.01
C -6.650 -0.654 2.464 -0.03 -0.04 0.01
C -7.461 0.336 1.927 0.00 0.00 -0.02
C -8.758 -0.011 1.256 0.00 0.00 0.03
C -7.050 1.662 2.043 -0.04 -0.01 0.06
C -5.854 2.010 2.653 -0.09 -0.05 0.07
C -5.480 3.472 2.716 0.04 -0.02 -0.02
C -2.278 -0.439 6.187 0.01 -0.01 0.00
C -1.479 -1.268 5.211 -0.03 0.06 0.06
C -2.233 -0.808 7.530 0.02 -0.03 -0.04
H -2.874 0.260 10.621 0.01 0.00 0.00
H -2.059 -1.234 10.141 0.00 0.00 0.00
H -3.819 -1.156 10.186 0.00 0.00 0.00
H -4.325 1.460 8.882 0.00 -0.01 0.00
H -5.273 2.842 7.355 0.01 0.00 0.01
H -5.458 2.272 5.712 0.01 -0.01 0.00
H -4.144 3.395 6.137 0.01 -0.01 0.00
H -0.163 3.294 0.948 0.00 -0.02 0.05
H 0.928 5.260 1.982 0.00 0.00 0.00
H 1.401 5.285 4.405 0.00 0.01 0.00
H 0.789 3.346 5.811 0.01 0.00 0.00
H -0.316 1.387 4.794 -0.05 0.01 0.01
H -4.208 -2.092 2.817 0.02 0.01 -0.01
H -3.848 -1.216 4.304 -0.07 -0.01 -0.04
H -5.295 -2.201 4.194 -0.01 -0.01 -0.01
H -6.963 -1.690 2.397 0.00 0.00 -0.02
H -8.711 -0.993 0.789 0.00 0.00 0.00
H -9.019 0.724 0.496 0.00 0.00 0.00
H -9.569 -0.032 1.986 0.00 0.01 0.01
H -7.685 2.449 1.653 0.02 -0.01 -0.04
H -6.279 4.077 2.292 0.00 -0.01 0.01
H -4.575 3.692 2.143 0.00 -0.02 0.01
H -5.324 3.819 3.740 0.01 -0.01 0.00
H -1.690 -1.021 4.175 0.02 0.00 0.05
H -1.705 -2.325 5.354 0.00 0.00 0.02
H -0.407 -1.143 5.388 -0.01 0.02 0.00
H -1.616 -1.655 7.808 -0.01 0.00 0.00

***

56
Properties=species:S:1:pos:R:3:forces:R:3 method="wB97M-V/def2-TZVPD" total_charge=+1 total_energy_ev=-130962.35991 fmax_ev_per_a=9.60 homo_energy_ev=-11.31 e_lumo_ha=-0.188
O 1.108 -3.775 -0.776 7.88 5.14 1.96
C 2.220 -3.038 -0.528 -6.28 -3.58 -2.25
Br 3.382 -3.379 1.085 -1.33 0.56 -1.98
C 2.575 -1.843 -1.639 -1.32 -0.29 -0.14
C 1.315 -0.752 -1.540 -0.64 1.39 1.64
C 1.177 0.008 -0.062 -3.55 1.25 -3.38
C -0.052 1.075 0.159 1.13 -2.83 -4.29
C -1.073 1.304 -1.142 2.87 -2.21 -0.19
C -2.371 2.347 -0.992 0.35 -1.05 -0.21
C -3.431 2.147 -2.246 -0.53 0.36 -0.72
C -4.998 2.563 -1.838 1.22 0.77 0.79
C -5.691 1.418 -0.894 -1.11 0.97 0.27
C -6.267 0.106 -1.712 -0.69 2.38 -2.50
F -5.917 0.399 -3.158 -0.94 -1.43 3.80
F -7.778 0.047 -1.742 5.12 -0.27 0.49
C -5.542 -1.308 -1.384 0.91 -1.41 -5.39
F -6.117 -2.318 -2.351 2.16 3.48 3.24
F -4.071 -1.267 -1.726 -4.75 0.39 1.23
S -5.687 -2.002 0.321 -1.15 -5.19 3.54
F -6.875 -0.907 0.859 2.88 -1.64 -1.32
F -6.978 -3.043 -0.234 2.54 2.52 1.49
F -4.603 -3.284 -0.163 -1.98 2.99 1.07
F -4.373 -1.113 0.965 -2.86 -1.31 -1.55
F -5.817 -2.799 1.836 0.39 1.95 -3.08
C -0.749 0.470 -2.549 0.59 0.34 2.60
N 0.393 -0.515 -2.718 -0.26 2.30 4.99
H 2.505 -2.389 -2.697 0.34 1.20 2.39
H 3.620 -1.345 -1.457 -2.22 -0.89 -0.32
H 1.928 -0.243 0.801 -1.48 0.43 -2.01
H -0.189 1.623 1.186 0.21 -1.16 -2.30
H -2.903 2.078 0.043 1.30 0.55 -2.25
H -1.942 3.455 -0.917 -0.99 -2.46 -0.27
H -3.067 2.813 -3.162 -0.82 -1.32 2.03
H -3.487 1.047 -2.651 0.35 2.01 1.06
H -4.872 3.529 -1.147 -0.51 -2.09 -1.36
H -5.634 2.911 -2.756 1.28 -1.06 1.77
H -6.638 1.931 -0.385 1.99 -1.35 -1.06
H -4.937 1.168 -0.037 -1.54 -0.02 -1.69
H -1.462 0.607 -3.489 1.87 -0.40 2.29
H 0.548 -1.048 -3.626 -0.36 0.99 1.66
C 6.102 -0.641 1.002 -0.18 0.12 0.08
O 5.223 -0.328 2.078 0.32 -0.17 -0.15
C 5.671 -0.880 3.320 -0.20 0.49 0.17
C 6.313 0.193 4.203 0.50 -0.41 -0.21
O 7.549 0.652 3.646 -0.58 0.11 -0.14
C 7.417 1.921 3.015 0.20 -0.10 0.02
H 5.809 -0.042 0.136 -0.04 0.01 0.12
H 7.142 -0.409 1.249 -0.06 -0.04 0.01
H 6.008 -1.699 0.743 0.14 -0.06 -0.04
H 6.362 -1.716 3.152 -0.01 0.20 0.01
H 4.787 -1.273 3.830 0.01 -0.01 0.05
H 6.549 -0.248 5.176 -0.06 -0.01 -0.03
H 5.623 1.029 4.371 0.03 -0.10 -0.12
H 7.292 2.700 3.773 -0.06 0.09 -0.06
H 6.571 1.942 2.321 0.00 0.00 0.06
H 8.332 2.123 2.453 -0.07 -0.11 0.15